(1)
C56H48F3N3NaO4PS | wB97M-V/def2-TZVPD

frontier orbital gap: 6.2 eV
largest force on an atom: 16.1 eV/Å
HOMO level: -0.0896 Eh
LUMO: 3.77 eV
total charge: -2

XYZ file:
```
117
Properties=species:S:1:pos:R:3:forces:R:3:mulliken_charge:R:1
Na -0.692790 -2.218191 2.722159 -0.208 -0.056 -0.242 0.508
N 1.481060 -4.379049 0.211679 -0.016 -1.419 5.524 0.281
C 2.092472 -4.527377 -0.892988 3.982 -3.585 -4.867 1.131
C 3.130975 -5.574541 -0.903193 -1.558 2.160 -5.257 -1.146
C 3.684080 -5.989569 -2.220750 -1.422 1.341 6.272 -0.773
C 3.444217 -5.211421 -3.315614 3.052 -3.198 -2.228 -0.906
C 2.558880 -4.217777 -3.289874 -1.763 2.601 0.497 -0.598
C 1.797046 -3.890193 -2.152005 0.841 -0.883 -0.298 0.462
P 0.669301 -2.489498 -2.165994 0.713 1.036 1.194 0.708
C 0.644978 -1.660821 -3.809215 0.862 1.010 -0.069 0.212
C 0.152872 -2.317570 -4.929607 0.279 0.098 0.401 -0.210
C 0.258779 -1.767691 -6.260166 -2.748 -6.640 2.215 -0.378
C 0.497115 -0.432622 -6.234466 -0.463 -5.075 4.559 -1.022
C 0.764065 0.272474 -5.106585 0.724 -0.748 2.950 -0.786
C 1.016723 -0.266262 -3.843105 -1.250 -3.453 -1.298 -0.087
C 2.089186 -1.411078 -1.409431 -6.555 -0.192 3.350 -0.777
C 1.786197 -0.649201 -0.236518 2.118 3.076 2.526 1.277
C 2.915379 0.353162 0.268959 -5.130 -8.353 -5.113 -1.740
C 4.102589 0.231731 -0.347256 3.828 8.749 8.862 -0.582
C 4.414728 -0.508311 -1.273729 1.340 -10.941 -11.790 -0.393
C 3.283311 -1.424687 -1.856123 8.879 2.403 -2.281 0.654
H 1.445396 -5.076618 1.034747 0.368 1.523 -2.126 0.203
H 0.686295 -3.895987 0.112215 -4.098 2.283 0.456 -0.307
H 3.197078 -5.922555 0.072648 1.034 -1.625 1.264 0.583
H 4.331142 -6.810203 -2.062305 0.858 -0.775 -0.922 0.405
H 4.077835 -5.552526 -4.202852 -1.237 1.035 0.767 0.187
H 2.482255 -3.507819 -4.115385 -0.188 -0.535 -0.131 0.339
H -0.327315 -3.243011 -4.579308 0.286 -0.190 -1.358 0.413
H -0.195050 -2.924861 -6.960745 1.663 4.689 0.932 0.102
H 0.585043 0.070924 -6.997798 0.334 4.996 -8.082 0.730
H 0.674148 1.263117 -5.296658 0.548 3.299 -0.012 0.571
H 1.403169 -0.040544 -2.861528 -0.034 1.928 -0.507 0.315
H 0.784246 -0.707924 0.433860 2.312 0.227 -1.931 0.067
H 2.578042 1.045787 0.838531 -1.519 4.370 4.276 1.474
H 5.003706 0.977482 0.287352 -2.340 -1.993 -2.232 -0.169
H 5.408356 -0.989840 -2.107366 -2.327 2.635 3.561 -0.037
H 3.736860 -1.897754 -2.781875 -1.482 0.027 1.222 0.076
C -5.205236 3.386808 0.031152 -4.883 -0.599 3.667 -2.308
C -3.947319 3.734687 0.676284 -0.518 1.422 1.097 1.080
C -3.986818 5.114362 1.363809 -3.909 2.366 -2.376 -1.654
O -2.943062 3.770105 -0.259062 -0.484 0.681 -2.070 -0.402
C -1.854104 3.094185 0.226171 1.603 0.961 2.642 -0.143
C -2.496831 2.007192 1.132562 1.885 1.967 0.395 -0.665
O -3.599217 2.768024 1.580066 -0.347 -1.324 2.112 -0.436
C -1.692762 1.290839 2.240628 1.110 0.437 1.440 2.277
O -0.912398 0.200803 1.836197 -0.120 0.834 -1.181 0.092
C -0.833399 2.285299 3.024393 1.595 3.305 -1.416 0.339
C 0.473915 1.867020 3.395519 -2.604 2.570 -0.702 -0.447
C 1.342008 2.913906 3.734184 0.868 -1.609 0.851 -0.871
C 1.064836 4.231601 3.849367 0.382 -0.412 1.231 -1.078
C -0.194218 4.614012 3.515985 -0.598 4.146 -1.682 -0.189
C -1.096367 3.829815 2.959298 -2.495 -6.797 -0.075 -0.541
C -2.571673 0.589931 3.231895 -1.883 -0.992 -1.185 0.461
C -3.813387 0.068289 2.749338 0.528 -2.089 1.116 -0.481
C -4.234968 -1.203286 3.254036 0.784 -1.931 0.489 -0.491
C -3.576492 -1.738273 4.408916 -0.091 1.065 -2.204 -0.575
C -2.435885 -1.033997 4.903402 -2.220 -5.039 2.684 -0.715
C -1.860087 -0.003491 4.299109 -3.696 0.610 -1.391 -1.343
C -1.008535 2.475770 -0.805205 4.131 -1.913 -1.207 2.703
O 0.131186 2.090326 -0.008170 -0.012 0.894 -0.710 -0.162
C -1.679586 1.318469 -1.630429 -0.894 2.318 0.310 -0.198
C -1.601369 -0.080250 -1.448788 -1.790 -0.051 -1.437 1.836
C -2.752936 -0.805938 -2.078493 2.806 -0.460 0.629 -1.423
C -3.649126 -0.141366 -2.987943 3.488 1.581 3.048 -0.972
C -3.627835 1.232343 -3.250621 4.578 -1.743 4.139 -1.434
C -2.615918 1.959877 -2.471384 -3.749 1.193 -3.106 0.020
C -0.252094 3.378162 -1.807677 -1.524 0.370 1.477 -0.569
C 1.062457 3.212313 -2.055592 7.016 -2.578 3.358 0.799
C 1.913017 4.020073 -2.730467 -1.539 3.749 -8.096 -0.650
C 1.226941 5.143710 -3.541459 -1.147 -4.205 5.721 -0.926
C -0.063621 5.433674 -3.104129 1.805 -2.080 -0.044 -1.185
C -0.770054 4.535304 -2.272058 0.278 1.302 -1.190 -0.535
H -5.619462 4.070732 -0.530076 -0.849 4.489 -3.644 0.732
H -6.428574 3.319545 0.529064 3.834 -0.111 0.450 0.171
H -5.316966 2.576278 -0.540432 0.848 -3.692 -1.994 0.598
H -4.291453 6.047157 0.565780 1.307 -2.736 1.557 0.233
H -3.028933 5.334460 1.767786 0.214 0.511 0.806 0.384
H -4.960044 5.218097 1.958008 1.934 -0.434 0.232 0.401
H -1.210893 3.837160 0.908973 -0.910 -1.743 -2.125 0.869
H -2.674371 1.232746 0.482591 -1.635 -1.999 -1.484 1.103
H 0.676461 0.818565 3.295662 0.520 -0.125 -0.014 0.569
H 2.323427 2.677976 4.019368 1.436 -0.731 0.349 0.467
H 1.729705 4.888956 4.397429 0.259 0.116 -0.580 0.389
H -0.367683 5.662852 3.235834 0.041 0.205 1.023 0.260
H -2.086813 4.086632 2.475485 1.799 -0.049 1.503 0.115
H -4.374013 0.335979 1.852554 0.765 0.678 0.179 0.213
H -4.805312 -2.010555 2.607937 0.537 2.265 1.333 0.204
H -3.734195 -2.785292 4.730717 -0.151 0.896 -0.071 0.312
H -2.092457 -1.679210 5.776678 0.680 1.638 -0.940 0.138
H -0.981954 0.324439 4.647130 3.134 1.427 0.873 0.652
H -0.653334 -0.510908 -0.941497 -2.500 0.429 -0.620 0.206
H -2.722753 -1.968399 -1.886193 -0.438 2.472 -0.604 0.228
H -4.297551 -0.663505 -3.522884 -2.839 -2.747 -1.981 0.738
H -4.194285 1.565846 -4.035327 -1.377 1.443 -1.491 0.678
H -2.845735 3.154817 -2.699368 1.618 -3.247 1.265 -0.296
H 1.951183 2.702656 -1.338328 -3.475 -0.447 -1.596 -0.493
H 2.783781 3.788684 -3.514861 -0.871 -0.372 3.255 0.202
H 1.888037 5.612672 -4.134596 1.469 2.309 -2.292 0.624
H -0.492634 6.308764 -3.401086 -1.507 2.239 -0.827 0.550
H -1.742183 4.756636 -1.941439 -1.161 0.669 0.107 0.458
F 3.373242 -6.250931 4.544598 -0.105 -1.076 0.430 -0.264
C 3.263614 -5.740282 3.324718 -1.370 0.493 -0.462 0.624
F 2.205389 -6.309789 2.650246 0.491 0.001 0.642 -0.237
F 4.305482 -6.174997 2.615302 1.124 0.166 -0.171 -0.326
C 3.129297 -4.257262 3.455313 -0.850 -0.162 -0.424 -0.149
C 4.133920 -3.449906 3.044169 1.247 1.541 -0.311 -0.211
C 4.040619 -2.047476 3.144173 -1.392 -0.010 -0.040 -0.828
C 2.757473 -1.567739 3.545094 2.870 -1.573 -0.212 -0.037
N 1.774445 -2.341221 3.923766 -0.886 -0.143 -0.091 -0.553
C 1.909645 -3.694664 3.912895 -1.079 -0.520 0.282 0.205
S 0.543698 -4.664079 4.377799 0.389 0.798 -0.049 -0.397
H 5.012076 -3.908674 2.622025 0.328 -0.020 -0.045 0.442
H 4.807734 -1.323517 2.831006 -0.326 -0.675 0.119 0.390
H 2.655346 -0.526382 3.620485 -0.600 1.423 -0.010 0.465
N -1.696548 -3.664498 0.927332 1.388 0.990 0.598 0.291
C -2.625009 -4.277780 0.610570 -1.088 -0.675 -0.440 -1.095
H 0.077142 1.225967 0.355023 -0.863 -1.688 1.097 -1.028
```
Forces are in eV/Å.

(2)
C56H48F9N | wB97M-V/def2-TZVPD

frontier orbital gap: 9.4 eV
largest force on an atom: 5.2 eV/Å
HOMO level: -0.3364 Eh
LUMO: 0.20 eV

XYZ file:
```
114
Properties=species:S:1:pos:R:3:forces:R:3:mulliken_charge:R:1
F 6.060896 -9.024750 0.443991 0.101 -0.210 -0.131 -0.303
C 6.110195 -7.719204 0.743542 -0.365 0.993 -0.302 0.488
C 6.356218 -6.779365 -0.279273 0.491 -0.993 0.715 -0.522
C 6.452912 -5.459800 0.073989 0.728 0.677 0.377 -0.183
C 6.280370 -5.041880 1.383685 -1.535 -0.233 0.583 -0.650
C 5.839677 -5.959133 2.343056 0.476 -0.509 -0.411 -0.231
C 5.816861 -7.331090 2.049394 0.028 0.522 -0.805 -0.441
H 6.634745 -7.023233 -1.293846 -0.299 -0.570 0.019 0.379
H 6.787495 -4.745292 -0.663532 -0.213 0.104 -0.156 0.348
H 6.223055 -3.993266 1.635753 0.374 0.116 -0.067 0.345
H 5.510107 -5.631829 3.318076 0.182 0.088 0.106 0.365
H 5.525541 -8.082846 2.768008 0.018 0.017 0.070 0.407
F -4.653989 1.582432 10.477940 0.368 0.571 -0.784 -0.301
C -4.430922 1.837647 9.148607 -0.448 -0.228 0.200 0.320
C -4.519998 3.108896 8.626961 -0.055 0.961 -0.532 -0.336
C -4.397949 3.355414 7.236902 0.891 -2.517 0.456 -0.407
C -4.081955 2.230028 6.398862 -1.396 1.202 1.747 -0.515
C -4.065994 0.942031 6.983769 0.715 1.252 -1.529 -0.381
C -4.201799 0.753875 8.335974 0.240 -0.427 0.314 -0.283
H -4.655240 3.949424 9.291505 -0.211 0.002 0.145 0.366
H -4.478267 4.365349 6.862750 0.038 -0.040 -0.087 0.411
H -4.002146 2.419190 5.338557 0.176 -0.372 -0.083 0.393
H -3.845117 0.122882 6.315488 -0.056 -0.271 0.156 0.351
H -4.051788 -0.216838 8.784992 -0.260 -0.127 -0.014 0.381
F 1.024688 -8.045079 -3.287465 0.256 0.871 0.014 -0.300
C 0.535106 -9.226714 -2.925234 -0.079 -0.617 0.822 0.289
C 0.224367 -9.466487 -1.581964 -0.887 -0.413 0.013 -0.380
C -0.306282 -10.712570 -1.206876 0.818 0.098 -2.170 -0.440
C -0.435594 -11.677944 -2.231776 0.341 0.068 0.540 -0.348
C -0.101679 -11.422873 -3.576623 -0.471 0.203 1.502 -0.456
C 0.397101 -10.173327 -3.915270 -0.227 -0.696 -0.161 -0.247
H 0.251067 -8.701824 -0.819738 0.408 0.317 -0.232 0.414
H -0.544252 -10.931070 -0.176324 -0.053 -0.019 -0.042 0.383
H -0.697135 -12.676977 -1.915694 -0.367 -0.125 -0.245 0.324
H -0.295573 -12.181668 -4.320286 0.248 -0.037 -0.059 0.362
H 0.681073 -9.986309 -4.940355 0.018 0.354 0.022 0.398
F -4.223505 7.193677 -7.570156 0.309 -0.238 0.505 -0.292
C -3.627984 6.612877 -6.498807 0.701 -1.661 0.731 0.286
C -3.918964 7.011593 -5.200556 1.352 -1.328 0.029 -0.375
C -3.172805 6.329069 -4.172530 -0.775 0.894 -0.794 -0.371
C -2.302323 5.293809 -4.417510 0.864 -0.566 -0.838 -0.435
C -2.041370 4.825588 -5.736224 -1.649 1.743 0.435 -0.438
C -2.732901 5.497123 -6.737406 -0.367 1.334 -0.383 -0.296
H -4.637392 7.779014 -4.952914 0.098 0.099 -0.123 0.414
H -3.263246 6.708427 -3.165394 -0.155 -0.125 0.136 0.356
H -1.702207 4.870867 -3.625440 -0.203 -0.001 0.305 0.389
H -1.350224 4.033539 -5.983984 0.006 0.013 0.162 0.408
H -2.513299 5.287239 -7.773800 -0.175 -0.172 -0.160 0.355
F 0.892832 -5.060945 5.582784 -0.998 0.016 -0.614 -0.298
C -0.275543 -5.739525 5.362008 -0.267 -0.290 -0.592 0.400
C -1.220989 -5.411075 4.371947 -1.196 -0.801 0.025 -0.568
C -2.398378 -6.234086 4.224214 0.984 0.772 0.039 -0.267
C -2.599484 -7.302446 5.042596 0.420 -0.806 1.128 -0.432
C -1.648118 -7.588426 5.991096 1.408 -0.468 0.752 -0.265
C -0.459669 -6.873400 6.137003 -0.845 0.099 -0.014 -0.394
H -1.179748 -4.574952 3.689594 0.570 0.177 0.214 0.415
H -3.190387 -6.120482 3.498810 0.377 0.881 -0.439 0.352
H -3.414907 -8.010341 5.061425 -0.465 0.410 -0.667 0.349
H -1.778283 -8.465385 6.607863 -0.039 -0.057 0.159 0.312
H 0.279346 -7.165890 6.868236 0.056 0.067 0.005 0.396
F -4.771305 -0.142993 1.015191 1.266 -0.153 1.170 -0.289
C -5.874255 0.260147 0.418966 1.108 1.562 -2.298 0.370
C -7.032695 -0.327394 0.729591 -2.096 -0.867 0.691 -0.291
C -8.177665 -0.054278 -0.016130 0.644 0.281 -0.724 -0.447
C -8.052201 0.771917 -1.133241 -0.277 -0.185 -0.008 -0.387
C -6.847067 1.391811 -1.465188 0.500 -0.433 1.225 -0.379
C -5.724372 1.180304 -0.638796 -1.405 -0.021 -0.089 -0.460
H -7.079443 -1.017109 1.559355 0.096 -0.105 0.044 0.383
H -9.098073 -0.571569 0.211159 -0.105 0.154 0.016 0.357
H -8.893788 0.941091 -1.788606 -0.184 -0.046 0.053 0.342
H -6.817407 2.011083 -2.349499 0.223 0.176 0.090 0.377
H -4.822789 1.763837 -0.752922 0.243 -0.357 -0.169 0.421
F 9.552248 7.988565 -4.546823 -0.132 -0.468 0.052 -0.297
C 8.806715 6.860406 -4.617933 -0.877 -0.748 -0.118 0.248
C 7.678749 6.864320 -5.462120 0.590 0.760 0.037 -0.211
C 6.868182 5.755775 -5.596637 0.512 -0.813 1.453 -0.569
C 7.169860 4.677140 -4.764801 -0.162 -0.376 -0.351 -0.316
C 8.260501 4.673731 -3.900283 -0.697 -0.882 -0.712 -0.413
C 9.122233 5.730772 -3.835614 0.142 1.848 -0.326 -0.328
H 7.394902 7.757974 -5.998054 0.379 0.231 -0.052 0.372
H 5.985637 5.707985 -6.217308 0.108 0.269 -0.165 0.391
H 6.570814 3.779563 -4.808372 -0.171 -0.033 -0.008 0.370
H 8.437641 3.755592 -3.359880 0.148 0.104 0.298 0.344
H 9.955797 5.736352 -3.148913 0.147 0.097 -0.110 0.409
F 4.183762 -0.020239 -2.146971 -2.144 0.210 1.145 -0.296
C 2.995780 0.256164 -1.432799 -1.442 -0.636 -0.945 0.297
C 2.955249 1.391132 -0.633685 2.068 -0.968 -0.766 -0.204
C 1.862687 1.725205 0.112461 -0.798 -0.209 -0.538 -0.474
C 0.704883 0.963367 -0.028028 -0.091 0.179 0.674 -0.371
C 0.671460 -0.204228 -0.798047 0.914 1.248 -0.164 -0.427
C 1.785551 -0.523517 -1.580980 1.715 0.108 0.899 -0.376
H 3.884308 1.938030 -0.569204 0.032 0.260 0.076 0.367
H 1.949718 2.610652 0.724674 -0.418 -0.023 0.142 0.357
H -0.157447 1.303069 0.526407 -0.231 -0.286 0.060 0.382
H -0.210906 -0.826984 -0.801958 -0.006 -0.001 -0.173 0.386
H 1.737935 -1.470341 -2.098328 0.398 0.118 -0.417 0.359
F -2.003083 6.426217 2.208126 0.254 -0.117 0.325 -0.286
C -2.398547 7.305331 3.153873 0.066 0.564 -0.429 0.260
C -3.682767 7.771624 3.072393 -0.749 -0.464 -0.484 -0.239
C -4.128215 8.784250 3.893445 0.238 -0.296 0.214 -0.493
C -3.246852 9.287277 4.846275 -0.927 0.164 0.576 -0.287
C -1.991882 8.750847 4.989621 0.602 0.749 -0.642 -0.511
C -1.524072 7.843056 4.061297 0.808 -0.863 0.071 -0.281
H -4.323932 7.306311 2.338357 -0.167 0.098 -0.100 0.385
H -5.159087 9.085710 3.780203 0.054 0.377 0.189 0.367
H -3.530940 10.069262 5.534890 -0.262 0.084 -0.050 0.351
H -1.298638 9.204092 5.682720 0.015 -0.145 0.190 0.356
H -0.483361 7.556006 4.030891 0.063 -0.166 0.143 0.379
C 5.044625 0.110590 -8.322206 1.010 -1.346 -0.367 -0.782
C 4.064676 1.135567 -8.456168 -3.279 3.912 -0.750 0.367
N 3.249556 1.974569 -8.641150 2.838 -2.957 0.761 -0.378
H 4.891411 -0.508793 -7.438468 -0.071 0.091 -0.053 0.252
H 6.088002 0.423959 -8.357854 -0.172 0.607 0.363 0.276
H 4.991661 -0.514875 -9.213327 -0.326 -0.297 0.061 0.267
```
Forces are in eV/Å.